[1]
Computed, not measured: a molecular structure, C52H130CrF6N11O19S2, with ωB97M-V/def2-TZVPD.

The HOMO-LUMO gap (spin up / spin down) comes out at 3.35 / 5.53 eV. The value obtained for the total energy is -6530.3497 a.u. Its HOMO energy (spin up / spin down) is -9.162 / -9.162 eV. The expectation value of S² is 6.01. The value obtained for the LUMO energy (spin up / spin down) is -5.82 / -3.63 eV.

Structure (ORCA input):
```
! wB97M-V def2-TZVPD RIJCOSX def2/J DEFGRID3
* xyz 1 5
Cr -0.997 3.275 2.178
C -1.024 0.477 -2.293
F -1.897 -0.219 -1.550
F -0.368 -0.345 -3.167
F -1.573 1.439 -2.990
S 0.313 1.296 -1.200
O 1.623 0.801 -1.690
O 0.157 2.752 -1.354
N -0.116 0.946 0.472
S 0.517 -0.468 0.618
O 0.449 -1.428 -0.477
O 1.822 -0.270 1.233
C -0.606 -1.248 1.955
F -1.894 -1.143 1.528
F -0.321 -2.512 2.311
F -0.482 -0.487 3.046
C -6.909 -2.166 -7.016
O -5.740 -1.368 -6.911
C -4.512 -2.091 -7.036
C -3.270 -1.171 -6.904
N -2.939 -0.478 -8.139
C -1.853 0.493 -7.865
C -1.323 1.211 -9.066
O -0.317 2.058 -8.555
C 0.580 2.464 -9.608
H -6.946 -2.630 -6.031
H -6.878 -2.943 -7.780
H -7.826 -1.587 -7.127
H -4.532 -2.576 -8.012
H -4.503 -2.812 -6.219
H -2.519 -1.902 -6.603
H -3.302 -0.404 -6.131
H -3.743 0.085 -8.376
H -1.003 -0.051 -7.453
H -2.149 1.241 -7.130
H -2.087 1.895 -9.435
H -1.006 0.457 -9.787
H 1.331 3.158 -9.232
H 0.001 3.031 -10.337
H 1.063 1.588 -10.041
C 2.394 4.513 0.805
O 1.223 4.766 1.700
C 1.162 6.125 2.049
C -0.229 6.534 2.697
N -1.375 5.821 2.075
C -1.539 6.252 0.710
C -2.752 5.450 0.115
O -2.546 4.060 0.278
C -3.602 3.316 -0.289
H 3.306 5.027 1.109
H 2.175 4.934 -0.177
H 2.640 3.478 0.567
H 1.331 6.744 1.168
H 1.977 6.374 2.730
H -0.397 7.609 2.648
H -0.194 6.391 3.777
H -2.224 6.235 2.432
H -0.608 6.026 0.191
H -1.695 7.326 0.606
H -2.779 5.726 -0.939
H -3.684 5.705 0.620
H -3.524 2.318 0.143
H -3.491 3.316 -1.373
H -4.556 3.736 0.031
C 6.257 12.892 -3.192
O 6.406 11.603 -2.646
C 5.567 11.235 -1.531
C 5.770 9.824 -0.950
N 5.334 8.672 -1.728
C 6.004 8.534 -2.997
C 5.707 7.086 -3.499
O 4.353 6.920 -3.837
C 4.128 5.582 -4.261
H 7.011 13.031 -3.966
H 6.382 13.739 -2.517
H 5.317 13.005 -3.732
H 4.512 11.389 -1.760
H 5.791 11.893 -0.692
H 5.098 9.828 -0.092
H 6.797 9.764 -0.591
H 4.341 8.800 -1.859
H 7.079 8.563 -2.817
H 5.661 9.298 -3.695
H 6.024 6.408 -2.707
H 6.353 6.837 -4.341
H 4.443 4.923 -3.452
H 4.609 5.311 -5.200
H 3.049 5.533 -4.408
C 2.290 -2.794 5.898
O 2.984 -2.649 4.653
C 3.706 -3.803 4.296
C 4.795 -3.362 3.282
N 5.081 -4.477 2.333
C 6.199 -4.182 1.500
C 6.017 -2.902 0.624
O 5.318 -3.310 -0.552
C 5.438 -2.225 -1.578
H 1.757 -3.744 5.936
H 1.616 -1.943 5.996
H 2.906 -2.847 6.796
H 3.073 -4.551 3.817
H 4.233 -4.260 5.134
H 5.689 -3.205 3.885
H 4.518 -2.428 2.792
H 4.263 -4.485 1.741
H 6.430 -5.059 0.895
H 7.088 -4.139 2.129
H 6.979 -2.467 0.352
H 5.565 -2.053 1.137
H 6.435 -2.244 -2.019
H 5.327 -1.245 -1.115
H 4.773 -2.284 -2.440
C 0.664 -8.412 5.925
O 1.848 -8.703 6.625
C 2.823 -9.458 5.871
C 4.193 -9.622 6.516
N 4.142 -10.323 7.794
C 3.878 -11.739 7.783
C 4.986 -12.657 7.157
O 5.952 -12.971 8.227
C 6.802 -14.081 7.941
H 0.257 -9.312 5.463
H 0.893 -7.637 5.194
H -0.062 -7.947 6.592
H 3.046 -8.979 4.918
H 2.359 -10.391 5.549
H 4.728 -8.673 6.549
H 4.856 -10.137 5.821
H 3.414 -9.924 8.369
H 2.921 -11.811 7.267
H 3.678 -12.207 8.747
H 5.571 -12.256 6.330
H 4.482 -13.563 6.819
H 7.374 -13.948 7.023
H 6.273 -15.031 7.858
H 7.437 -14.262 8.808
C 1.372 9.464 -4.144
C 0.278 8.609 -3.535
C -0.606 7.897 -4.562
O -1.752 7.259 -3.940
C -2.398 6.275 -4.729
N 1.034 7.652 -2.709
H 0.962 10.306 -4.702
H 2.005 8.850 -4.784
H 1.962 9.863 -3.319
H -0.308 9.295 -2.923
H 0.002 7.117 -5.019
H -0.887 8.542 -5.395
H -1.654 5.491 -4.871
H -2.671 6.743 -5.675
H -3.360 6.066 -4.260
H 1.711 7.188 -3.299
H 0.484 6.854 -2.428
C 1.688 -5.416 -3.786
C 2.073 -6.406 -2.717
C 3.244 -7.352 -3.223
O 2.792 -8.157 -4.287
C 3.764 -9.055 -4.803
N 2.533 -5.624 -1.540
H 0.999 -4.627 -3.486
H 1.152 -5.920 -4.591
H 2.574 -4.895 -4.149
H 1.204 -7.014 -2.466
H 3.616 -8.021 -2.447
H 4.084 -6.667 -3.339
H 4.157 -9.808 -4.121
H 4.594 -8.494 -5.234
H 3.413 -9.710 -5.600
H 1.879 -4.876 -1.358
H 3.411 -5.188 -1.786
C -8.820 -0.771 4.478
C -7.303 -0.554 4.237
C -6.548 -1.901 4.156
O -6.550 -2.515 5.454
C -5.729 -3.663 5.529
N -7.079 0.336 3.159
H -9.251 -1.217 3.582
H -9.291 0.194 4.665
H -8.929 -1.397 5.364
H -7.051 0.158 5.022
H -5.529 -1.609 3.905
H -6.982 -2.518 3.369
H -4.747 -3.406 5.132
H -6.080 -4.582 5.061
H -5.483 -3.934 6.556
H -7.332 -0.017 2.247
H -7.788 1.039 3.310
C -9.262 -3.509 -0.792
C -8.188 -3.029 -1.725
C -7.153 -2.031 -1.079
O -7.730 -0.726 -0.892
C -8.146 -0.053 -2.111
N -7.463 -4.181 -2.143
H -9.759 -2.642 -0.355
H -8.836 -4.024 0.069
H -9.999 -4.182 -1.231
H -8.695 -2.568 -2.574
H -6.327 -1.867 -1.771
H -6.698 -2.407 -0.163
H -9.150 -0.385 -2.374
H -7.417 -0.181 -2.911
H -8.216 1.002 -1.846
H -6.770 -3.935 -2.835
H -8.003 -4.896 -2.610
C -3.729 2.421 6.531
C -2.623 2.916 5.478
C -1.132 2.802 5.969
O -0.193 2.769 4.895
C 1.169 2.595 5.309
N -2.766 2.272 4.164
H -3.687 1.361 6.782
H -4.710 2.576 6.082
H -3.696 3.024 7.438
H -2.854 3.979 5.403
H -1.167 1.916 6.602
H -1.033 3.748 6.501
H 1.883 2.420 4.504
H 1.245 1.714 5.947
H 1.545 3.520 5.745
H -3.739 2.293 3.895
H -2.771 1.296 4.425
*
```

---

[2]
Computed, not measured: a molecular structure, C20H31GeLiN2O6SSe, with ωB97M-V/def2-TZVPD.

The HOMO-LUMO gap (spin up / spin down) comes out at 7.32 / 6.05 eV. The value obtained for the total energy is -6225.9358 a.u. Its HOMO energy (spin up / spin down) is -4.840 / -4.839 eV. The expectation value of S² is 0.75. The value obtained for the LUMO energy (spin up / spin down) is 2.48 / 1.21 eV.

Structure (ORCA input):
```
! wB97M-V def2-TZVPD RIJCOSX def2/J DEFGRID3
* xyz -1 2
Li -0.113 1.064 2.173
C -1.971 3.435 0.540
C -1.209 3.340 -0.780
C -2.139 2.884 -1.905
C -0.640 4.715 -1.118
O -0.079 2.476 -0.687
Ge 0.112 0.690 -0.498
O 1.229 0.991 0.919
C 2.648 1.229 0.810
C 3.017 1.668 -0.605
C 2.956 2.349 1.798
C 3.415 -0.033 1.183
O -1.372 0.375 0.518
C -2.370 -0.654 0.467
C -3.733 0.034 0.466
C -2.245 -1.527 1.711
C -2.240 -1.494 -0.799
H -2.757 4.192 0.469
H -1.289 3.713 1.349
H -2.424 2.479 0.794
H -2.970 3.580 -2.040
H -2.545 1.897 -1.666
H -1.577 2.807 -2.839
H -1.445 5.443 -1.245
H -0.053 4.662 -2.038
H 0.013 5.049 -0.308
H 2.433 2.550 -0.885
H 2.814 0.860 -1.317
H 4.079 1.910 -0.664
H 2.398 3.247 1.522
H 4.024 2.577 1.799
H 2.654 2.054 2.806
H 3.203 -0.828 0.469
H 3.117 -0.372 2.177
H 4.491 0.165 1.180
H -3.872 0.609 1.385
H -4.528 -0.713 0.398
H -3.817 0.714 -0.383
H -2.287 -0.895 2.603
H -1.283 -2.048 1.703
H -3.057 -2.256 1.758
H -2.320 -0.859 -1.688
H -3.027 -2.249 -0.835
H -1.271 -2.002 -0.831
O 3.033 -2.105 -3.037
S 1.649 -2.208 -2.664
O 0.668 -1.864 -3.661
N 1.362 -1.424 -1.268
C 1.055 -2.280 -0.247
O 0.791 -1.955 0.905
C 1.011 -3.714 -0.701
C 0.644 -4.815 0.048
C 0.593 -6.049 -0.589
C 0.912 -6.167 -1.942
C 1.289 -5.058 -2.687
C 1.323 -3.839 -2.038
H 0.406 -4.696 1.098
H 0.302 -6.931 -0.031
H 0.855 -7.137 -2.421
H 1.547 -5.143 -3.736
Se -0.486 3.384 6.354
C -0.467 2.406 4.862
N -0.455 1.763 3.888
*
```

---

[3]
Computed, not measured: C3H8N4O2 in the gas phase, with ωB97M-V/def2-TZVPD.

As for the SMILES: NC(N)=NN/C(O)=C\O. The HOMO-LUMO gap comes out at 7.82 eV. The value obtained for the total energy is -488.4653 a.u. Its HOMO energy is -7.486 eV. The value obtained for the LUMO energy is 0.34 eV. As for the relative energy (zero: lowest compared OMol25 entry of this formula, charge and spin): 4.803 eV.

Structure (ORCA input):
```
! wB97M-V def2-TZVPD RIJCOSX def2/J DEFGRID3
* xyz 0 1
N -0.195 1.898 0.045
C 0.071 0.659 0.595
N 1.245 0.578 1.380
N -1.049 -0.034 1.064
N -1.230 -1.334 0.411
C -0.801 -0.953 -0.851
O -1.745 -0.645 -1.743
C 0.538 -0.653 -1.101
O 1.525 -1.455 -0.562
H -0.974 1.882 -0.597
H 0.589 2.448 -0.272
H 1.029 0.171 2.282
H 1.742 1.450 1.515
H -0.636 -2.054 0.820
H -2.598 -0.671 -1.279
H 0.785 -0.175 -2.042
H 1.702 -1.112 0.337
*
```

---

[4]
Computed, not measured: 2 unconnected molecules or ions with the total composition C4H9O3, with ωB97M-V/def2-TZVPD.

The HOMO-LUMO gap comes out at 7.80 eV. The value obtained for the total energy is -383.5270 a.u. Its HOMO energy is -3.881 eV. The value obtained for the LUMO energy is 3.91 eV. As for the relative energy (zero: lowest compared OMol25 entry of this formula, charge and spin): 2.164 eV.

Structure (ORCA input):
```
! wB97M-V def2-TZVPD RIJCOSX def2/J DEFGRID3
* xyz -1 1
C -0.430 0.984 -0.230
O -0.810 0.296 0.884
C 0.576 0.202 -1.138
C 0.565 -1.325 -1.024
C 1.080 -1.872 0.290
O 1.746 -2.870 0.449
H -1.314 1.161 -0.887
H 0.078 1.927 0.039
H 0.326 0.479 -2.180
H 1.616 0.529 -1.143
H 1.168 -1.792 -1.807
H -0.486 -1.641 -0.982
H 0.699 -1.250 1.129
H -1.323 2.436 2.329
H -1.491 1.007 1.807
O -1.999 1.729 2.466
*
```

---

[5]
Computed, not measured: 10 unconnected molecules or ions with the total composition C4H28O12, with ωB97M-V/def2-TZVPD.

As for the SMILES: OCCO.OCCO.O.O.O.O.O.O.O.O. The HOMO-LUMO gap comes out at 10.36 eV. The value obtained for the total energy is -1072.0712 a.u. Its HOMO energy is -10.279 eV. The value obtained for the LUMO energy is 0.08 eV. As for the relative energy (zero: lowest compared OMol25 entry of this formula, charge and spin): 0.000 eV.

Structure (ORCA input):
```
! wB97M-V def2-TZVPD RIJCOSX def2/J DEFGRID3
* xyz 0 1
O -2.102 -0.904 -3.571
C -2.321 0.455 -3.165
C -3.808 0.578 -2.751
O -4.212 -0.402 -1.793
H -2.819 -1.476 -3.285
H -1.649 0.619 -2.324
H -2.087 1.158 -3.989
H -4.446 0.298 -3.583
H -4.084 1.632 -2.541
H -3.585 -0.357 -1.026
O -0.530 -2.162 4.341
C -0.150 -1.861 2.997
C 0.812 -2.927 2.472
O 1.217 -2.498 1.191
H -0.961 -1.345 4.676
H -1.076 -1.837 2.446
H 0.363 -0.844 2.969
H 0.391 -3.936 2.487
H 1.688 -2.884 3.143
H 0.501 -2.376 0.519
O -2.383 -0.028 0.915
H -1.461 0.372 0.808
H -2.872 0.714 1.292
O 2.543 0.075 1.798
H 3.062 -0.245 1.037
H 2.212 -0.763 2.148
O 0.204 -1.679 -1.184
H 0.346 -0.767 -0.790
H -0.586 -1.571 -1.763
O 0.898 2.004 -2.069
H 0.366 2.799 -2.069
H 1.819 2.384 -1.980
O 0.165 0.694 0.069
H 0.427 1.263 -0.689
H 0.944 0.741 0.646
O 2.534 3.624 -0.674
H 2.656 3.349 0.254
H 2.625 4.594 -0.617
O 3.319 -1.189 -0.460
H 2.960 -2.098 -0.404
H 2.920 -0.795 -1.251
O 2.302 2.810 1.783
H 2.465 1.865 1.925
H 1.392 2.915 2.060
*
```